[1]
The following is a DFT calculation (the ωB97M-V functional and the def2-TZVPD basis) of a 10-piece molecular cluster, C40H110N10O10 overall.

Computed properties:
**Energy relative to the best compared isomer or geometry (same formula, charge and spin)**: 1.1 kcal/mol
**DFT total energy**: -2889.8094 a.u.
**Lowest unoccupied orbital energy**: 0.351 eV
**Frontier orbital gap**: 8.8 eV
**SMILES string**: COC[C@H](C)N.COC[C@H](C)N.COC[C@H](C)N.COC[C@H](C)N.COC[C@H](C)N.COC[C@H](C)N.COC[C@H](C)N.COC[C@H](C)N.COC[C@H](C)N.COC[C@H](C)N

Positions of all 170 atoms, in Å:
C -0.809 -3.740 -1.337
O -1.818 -2.831 -1.733
C -3.083 -3.471 -1.842
C -4.166 -2.432 -2.068
C -3.870 -1.580 -3.293
N -4.311 -1.541 -0.907
H -0.560 -4.394 -2.178
H -1.102 -4.300 -0.442
H 0.074 -3.165 -1.059
H -3.033 -4.130 -2.726
H -3.304 -4.061 -0.946
H -5.104 -2.973 -2.212
H -3.099 -0.825 -3.130
H -4.770 -1.066 -3.625
H -3.475 -2.206 -4.100
H -3.452 -1.016 -0.761
H -4.403 -2.123 -0.071
C 3.311 1.806 -0.992
O 3.870 1.555 -2.291
C 3.958 2.723 -3.072
C 4.625 2.399 -4.373
C 6.060 1.905 -4.145
N 4.558 3.597 -5.217
H 2.296 2.206 -1.090
H 3.997 2.497 -0.497
H 3.289 0.855 -0.468
H 2.937 3.116 -3.236
H 4.481 3.522 -2.516
H 4.094 1.576 -4.862
H 6.634 2.645 -3.580
H 6.554 1.670 -5.087
H 6.022 0.994 -3.542
H 5.310 3.585 -5.894
H 4.657 4.437 -4.661
C 5.161 -2.441 0.910
O 5.769 -1.635 -0.083
C 7.168 -1.592 0.023
C 7.739 -0.735 -1.087
C 7.628 -1.440 -2.433
N 9.151 -0.375 -0.883
H 5.183 -1.991 1.908
H 5.663 -3.418 0.957
H 4.138 -2.631 0.593
H 7.510 -1.195 0.994
H 7.594 -2.608 -0.061
H 7.232 0.227 -1.206
H 8.330 -2.281 -2.484
H 7.880 -0.773 -3.253
H 6.624 -1.853 -2.530
H 9.272 0.104 0.005
H 9.702 -1.229 -0.802
C -2.196 6.875 -4.663
O -2.023 6.018 -3.571
C -2.276 4.688 -3.905
C -2.099 3.815 -2.681
C -0.826 4.068 -1.899
N -2.201 2.402 -3.069
H -1.398 6.759 -5.409
H -2.157 7.900 -4.297
H -3.161 6.699 -5.154
H -3.300 4.577 -4.291
H -1.589 4.342 -4.697
H -2.943 4.083 -2.025
H -0.811 3.416 -1.022
H -0.778 5.096 -1.532
H 0.066 3.964 -2.527
H -2.067 1.808 -2.245
H -3.176 2.218 -3.306
C 1.924 -1.120 1.972
O 0.561 -0.827 1.841
C 0.258 -0.374 0.520
C -1.159 0.130 0.414
C -2.163 -0.549 1.320
N -1.573 0.163 -0.992
H 2.274 -0.980 2.998
H 2.600 -0.577 1.305
H 2.062 -2.194 1.757
H 0.915 0.471 0.282
H 0.460 -1.168 -0.209
H -1.142 1.185 0.721
H -3.058 0.062 1.423
H -1.723 -0.736 2.297
H -2.416 -1.539 0.939
H -0.840 0.724 -1.425
H -1.522 -0.748 -1.447
C 0.988 0.157 6.506
O -0.215 -0.535 6.281
C -0.165 -1.293 5.103
C -1.490 -2.010 4.917
C -2.039 -2.761 6.097
N -1.489 -2.878 3.699
H 0.863 0.752 7.407
H 1.239 0.819 5.669
H 1.812 -0.554 6.657
H -0.056 -0.644 4.221
H 0.667 -2.014 5.144
H -2.237 -1.259 4.622
H -3.050 -3.143 5.956
H -2.101 -2.129 6.987
H -1.396 -3.599 6.396
H -1.121 -3.802 3.936
H -0.756 -2.522 3.078
C -3.944 2.814 2.078
O -5.188 2.537 1.490
C -5.091 1.836 0.270
C -6.453 1.274 -0.057
C -6.941 0.321 1.031
N -6.367 0.586 -1.378
H -3.399 3.589 1.525
H -3.332 1.905 2.156
H -4.111 3.207 3.081
H -4.762 2.510 -0.535
H -4.352 1.022 0.321
H -7.173 2.082 -0.211
H -7.844 -0.182 0.685
H -7.217 0.891 1.924
H -6.170 -0.397 1.318
H -7.273 0.138 -1.496
H -5.718 -0.205 -1.219
C 3.543 -2.656 -3.904
O 2.487 -1.899 -4.436
C 1.912 -1.045 -3.479
C 0.803 -0.188 -4.061
C 1.143 0.475 -5.396
N 0.618 0.855 -3.017
H 3.923 -3.295 -4.700
H 3.184 -3.335 -3.112
H 4.340 -2.026 -3.497
H 1.433 -1.667 -2.690
H 2.643 -0.466 -2.901
H -0.090 -0.806 -4.165
H 0.255 1.016 -5.738
H 1.421 -0.247 -6.165
H 1.929 1.224 -5.283
H 1.399 1.500 -3.103
H -0.199 1.415 -3.278
C 1.784 3.028 1.775
O 3.163 3.001 1.945
C 3.562 2.673 3.271
C 4.997 2.213 3.233
C 5.214 0.869 2.561
N 5.509 2.212 4.633
H 1.219 3.741 2.392
H 1.372 2.020 1.933
H 1.538 3.317 0.752
H 3.496 3.578 3.887
H 2.868 1.945 3.720
H 5.546 3.002 2.712
H 4.542 0.107 2.976
H 6.256 0.567 2.655
H 4.932 0.845 1.502
H 6.497 1.971 4.584
H 5.103 1.398 5.096
C -7.504 -4.130 5.362
O -7.100 -3.398 4.220
C -5.790 -3.736 3.817
C -5.481 -3.031 2.499
C -6.448 -3.460 1.398
N -4.074 -3.216 2.080
H -7.645 -5.181 5.099
H -8.447 -3.706 5.710
H -6.799 -3.993 6.190
H -5.063 -3.403 4.573
H -5.673 -4.825 3.683
H -5.630 -1.964 2.690
H -6.693 -4.525 1.450
H -6.074 -3.270 0.392
H -7.375 -2.891 1.493
H -3.842 -4.214 2.095
H -3.453 -2.932 2.851

[2]
The following is a DFT calculation (the ωB97M-V functional and the def2-TZVPD basis) of an isolated ion of composition C11H12F2N and charge +1.

Computed properties:
**DFT total energy**: -680.4333 a.u.
**Lowest unoccupied orbital energy (alpha / beta)**: -5.202 / -4.125 eV
**Total charge**: +1
**Frontier orbital gap (alpha / beta)**: 6.2 / 8.7 eV

Positions of all 26 atoms, in Å:
C -1.397 2.380 0.471
C -1.658 3.042 -0.712
C -1.508 0.939 -1.814
C -1.148 1.044 0.552
C -1.188 0.323 -0.601
C -1.804 2.298 -1.886
C -0.072 -2.587 1.062
C -0.708 -1.089 -0.689
C -0.696 0.599 1.842
C 1.405 -0.988 0.544
C 1.932 0.010 -0.528
N 0.252 -1.554 0.350
F -2.243 2.889 -2.998
F -0.995 -0.609 2.333
H -1.219 3.081 1.243
H -2.042 4.063 -0.770
H -1.853 0.343 -2.668
H 0.536 -3.169 1.790
H -1.024 -3.061 0.940
H -1.566 -1.719 -0.635
H -0.183 -1.283 -1.548
H -0.068 1.149 2.572
H 1.902 -1.287 1.484
H 2.772 0.626 -0.320
H 1.133 0.678 -0.690
H 2.215 -0.457 -1.492

- Which value of DFT total energy does entry 2 give?
  -680.4333 a.u.